Density functional theory data (ωB97M-V/def2-TZVPD) for C32H88AgN10O14 as an isolated structure in a non-equilibrium geometry.

Results
DFT total energy = -82160.0281 eV
Kohn-Sham gap (alpha / beta) = 8.17 / 4.43 eV
Lowest unoccupied orbital energy (alpha / beta) = -0.661 / -4.393 eV
2S+1 = 2

CARTESIAN COORDINATES (ANGSTROEM)
1 Ag -1.71664 3.99364 -0.62300
2 N -4.84448 3.18198 0.77963
3 O -5.81678 3.81961 0.51727
4 O -3.84484 3.22149 0.14328
5 O -4.87337 2.55682 1.83504
6 N -0.70368 0.65910 -0.20627
7 O 0.48860 0.83820 0.09702
8 O -1.27374 -0.42006 -0.34934
9 O -1.42870 1.62803 -0.35421
10 C 3.46990 -3.58404 -0.52640
11 C 3.87306 -2.23643 0.02203
12 C 5.42329 -2.02772 -0.06833
13 O 6.17807 -2.94406 0.76349
14 C 7.58301 -2.64276 0.62008
15 N 3.08260 -1.24011 -0.71230
16 H 2.39128 -3.73490 -0.48272
17 H 4.04207 -4.38420 -0.05687
18 H 3.73715 -3.64207 -1.58154
19 H 3.49352 -2.26706 1.04336
20 H 5.67048 -1.02334 0.27550
21 H 5.76163 -2.18479 -1.09252
22 H 8.10875 -3.33016 1.28278
23 H 7.75298 -1.65363 1.04533
24 H 7.93240 -2.73675 -0.40812
25 H 2.78104 -0.46321 -0.14170
26 H 2.16564 -1.60577 -0.92578
27 C 2.39847 6.08227 -1.28772
28 C 1.07324 5.31566 -1.49266
29 C 1.36382 3.90878 -2.14295
30 O 0.07294 3.27345 -2.27088
31 C 0.10517 2.10343 -3.04985
32 N 0.41000 5.14713 -0.22506
33 H 2.89527 5.72154 -0.38708
34 H 2.15721 7.13987 -1.18101
35 H 3.08415 5.98055 -2.12891
36 H 0.42168 5.83080 -2.19848
37 H 1.86775 3.26039 -1.42620
38 H 2.02007 3.80625 -3.00720
39 H -0.84857 1.59614 -3.19526
40 H 0.76364 1.39645 -2.54516
41 H 0.43273 2.32750 -4.06503
42 H 0.96339 4.47545 0.28749
43 H 0.49203 5.97118 0.35314
44 C 4.02763 2.16067 0.48369
45 C 3.26881 2.83222 1.65734
46 C 3.91255 4.24188 1.99501
47 O 5.10985 4.06240 2.76948
48 C 5.76336 5.25584 3.22235
49 N 1.95113 3.15717 1.12858
50 H 3.79965 1.09480 0.47664
51 H 5.10035 2.30614 0.61101
52 H 3.80761 2.52939 -0.51818
53 H 3.13676 2.24983 2.56920
54 H 3.27762 4.92057 2.56453
55 H 4.18357 4.75736 1.07363
56 H 6.69174 4.93032 3.69167
57 H 5.22713 5.72749 4.04581
58 H 5.98640 5.88945 2.36393
59 H 1.48595 2.27544 0.96654
60 H 1.43912 3.61022 1.87201
61 C 0.51613 -0.58481 5.40094
62 C 1.14766 -0.10055 3.97797
63 C 2.23920 -0.99284 3.36113
64 O 3.36319 -1.12054 4.22750
65 C 4.51150 -1.68114 3.63008
66 N -0.00174 0.21127 3.10508
67 H -0.16513 0.15155 5.82728
68 H 1.26544 -0.62643 6.19146
69 H 0.01649 -1.55355 5.39940
70 H 1.64427 0.84441 4.19826
71 H 2.45434 -0.59049 2.37122
72 H 1.75471 -1.95672 3.20524
73 H 4.85566 -0.99078 2.85998
74 H 4.33016 -2.62969 3.12463
75 H 5.32921 -1.76482 4.34593
76 H 0.29991 -0.04727 2.17649
77 H -0.08309 1.20762 2.96101
78 C 0.19464 -5.32158 -5.06651
79 C 1.07481 -4.21705 -4.46237
80 C 0.85662 -4.11775 -2.86562
81 O -0.52612 -3.84679 -2.62447
82 C -0.78033 -3.37461 -1.29638
83 N 2.54987 -4.34501 -4.80583
84 H 0.30799 -5.24634 -6.14798
85 H -0.83418 -5.12379 -4.76565
86 H 0.45411 -6.32978 -4.74354
87 H 0.73571 -3.29625 -4.93696
88 H 1.42201 -3.26469 -2.49047
89 H 1.11248 -5.03471 -2.33475
90 H -0.15213 -2.54472 -0.97272
91 H -0.71871 -4.17417 -0.55813
92 H -1.84176 -3.12718 -1.28079
93 H 3.01816 -3.63674 -4.25888
94 H 2.66846 -4.17837 -5.79490
95 C -4.76762 0.21968 -0.86148
96 C -4.65751 -1.22140 -1.37309
97 C -4.57595 -2.15842 -0.17294
98 O -4.66996 -3.53219 -0.51753
99 C -4.72109 -4.38529 0.57161
100 N -5.89232 -1.56325 -2.10885
101 H -5.70002 0.18625 -0.29790
102 H -4.74225 0.91778 -1.69820
103 H -3.89723 0.54582 -0.29214
104 H -3.76212 -1.29311 -1.99052
105 H -5.40775 -2.01671 0.51709
106 H -3.63837 -2.00564 0.36157
107 H -4.68031 -5.42842 0.25807
108 H -5.58243 -4.22133 1.21914
109 H -3.86660 -4.21614 1.22684
110 H -6.03289 -2.52352 -1.82917
111 H -6.62139 -1.10062 -1.58489
112 C -2.96633 -2.11130 -4.67479
113 C -2.07634 -0.94706 -4.85369
114 C -2.71397 0.47321 -4.65611
115 O -3.84080 0.68323 -5.53970
116 C -3.59385 0.46153 -6.93397
117 N -0.92214 -1.00794 -3.96966
118 H -3.91722 -2.00938 -5.19778
119 H -3.29452 -2.28396 -3.64981
120 H -2.47906 -3.00420 -5.06646
121 H -1.64836 -0.87999 -5.85391
122 H -2.05510 1.28092 -4.97484
123 H -2.98673 0.59786 -3.60817
124 H -4.36833 0.99820 -7.48194
125 H -3.54547 -0.59035 -7.21557
126 H -2.62583 0.88919 -7.19501
127 H -0.42871 -1.88865 -3.93830
128 H -1.30805 -0.94244 -3.03859
129 C -4.76205 0.31307 6.72403
130 C -3.55777 1.22315 6.23460
131 C -2.86802 0.77071 4.91799
132 O -3.80577 0.82192 3.81673
133 C -3.34001 0.15863 2.65945
134 N -3.97441 2.60512 5.97476
135 H -4.46793 -0.67311 7.08324
136 H -5.56080 0.12959 6.00540
137 H -5.27917 0.65692 7.61982
138 H -2.80803 1.18944 7.02508
139 H -2.49591 -0.25290 4.96125
140 H -2.03128 1.44736 4.74449
141 H -2.53412 0.64838 2.11284
142 H -4.14731 -0.01462 1.94787
143 H -2.99774 -0.85863 2.84956
144 H -3.17809 3.20478 6.13716
145 H -4.50009 2.99697 6.74301